Below is a molecular structure, C11H44F2N23O15S2Sn at a distorted geometry, with properties calculated with ωB97M-V/def2-TZVPD.

The calculation puts the HOMO energy at -10.586 eV. The calculation puts the LUMO energy at -9.30 eV. As for the energy relative to the best compared isomer or geometry (same formula, charge and spin): 346.82 kcal per mole. Its total charge is +1. The frontier orbital gap is 1.290 eV. Its multiplicity is 1.

Element x y z (Å)
Sn 1.3693 4.3783 2.9931
N 0.5475 1.1134 0.5606
S 0.7570 -0.3482 0.7337
O 1.6491 -1.0573 -0.1928
O -0.3178 -1.0678 1.3198
F 1.7434 -0.2333 1.9626
S -0.6933 0.8421 -0.5586
O -2.0638 0.5669 -0.0610
O -0.2797 0.2448 -1.7814
F -0.9117 2.3255 -1.1050
C 1.3977 -1.5123 -6.1677
O 1.7885 -2.4771 -5.4559
N 1.6611 -1.6097 -7.4414
N 0.9268 -0.3448 -5.8619
H 1.6252 -0.6953 -7.8686
H 2.2015 -2.3825 -7.8031
H 0.6778 -0.0362 -4.9330
H 0.6868 0.2744 -6.6229
C 6.4474 -1.1983 -3.0750
O 7.5980 -0.9303 -2.8005
N 6.2250 -1.8909 -4.1061
N 5.3863 -0.9575 -2.4448
H 6.9893 -2.2592 -4.6542
H 5.2702 -2.1195 -4.3431
H 4.5402 -1.4186 -2.7474
H 5.3314 -0.5980 -1.5026
C 2.2930 5.1212 -2.1033
O 1.4240 5.5712 -1.3390
N 2.8867 3.9323 -2.0697
N 2.7574 5.7583 -3.1212
H 2.6536 3.2775 -1.3370
H 3.5172 3.7305 -2.8325
H 3.2761 5.2487 -3.8221
H 2.3518 6.6335 -3.4204
C 4.1889 -5.6529 -2.0969
O 5.1712 -6.2674 -2.3172
N 3.0772 -5.5774 -2.7960
N 4.1982 -4.8417 -1.1224
H 2.4223 -4.8097 -2.7536
H 3.0045 -6.1933 -3.5932
H 5.0345 -4.6289 -0.5976
H 3.2715 -4.5498 -0.8464
C 3.7282 0.1882 6.1336
O 3.0716 1.0538 5.6526
N 3.2793 -1.0196 6.5344
N 5.0512 0.1035 6.0481
H 2.2699 -1.0529 6.5260
H 3.8916 -1.7367 6.8964
H 5.4442 0.8699 5.5206
H 5.5189 -0.7916 6.0409
C -3.7934 2.0991 4.1560
O -2.7761 2.7045 3.8377
N -4.3332 1.0599 3.7187
N -4.5919 2.5048 5.1002
H -5.1191 0.6270 4.1826
H -3.9535 0.7551 2.8339
H -4.4039 3.3311 5.6497
H -5.4663 2.0295 5.2728
C -8.0103 -1.0107 0.7774
O -9.1580 -0.6358 0.8553
N -7.0218 -0.2452 0.4248
N -7.6335 -2.2144 0.6361
H -6.1201 -0.6235 0.1720
H -7.2211 0.7212 0.6404
H -8.4579 -2.7957 0.5862
H -6.7300 -2.3580 0.2081
C -3.2744 -3.9586 5.3569
O -2.3246 -4.3047 6.0301
N -4.4347 -4.2324 5.7320
N -3.1238 -3.3299 4.1955
H -4.5693 -4.5921 6.6662
H -5.2174 -3.8427 5.2265
H -2.3018 -3.1738 3.6297
H -3.9533 -3.0656 3.6836
C -4.2806 6.4163 0.3305
O -5.1869 7.1508 0.0653
N -3.1832 6.6678 -0.2810
N -4.3043 5.3509 1.1317
H -2.3675 6.0767 -0.2081
H -3.3759 7.3982 -0.9515
H -5.1684 4.9386 1.4532
H -3.3835 4.9944 1.3439
C 6.3587 1.4457 1.5804
O 5.3720 2.0692 1.5002
N 7.5832 1.9290 1.4598
N 6.2683 0.1957 1.9526
H 8.3752 1.3465 1.6913
H 7.6328 2.8936 1.1646
H 5.2920 0.0038 2.1259
H 7.1287 -0.3332 1.9472
C -5.2520 -2.2187 -4.1060
O -5.0892 -3.0315 -3.2409
N -5.0250 -0.9374 -3.8632
N -5.8267 -2.5035 -5.1879
H -4.8556 -0.8333 -2.8730
H -5.0076 -0.3368 -4.6750
H -5.8670 -1.6803 -5.7717
H -6.1844 -3.4265 -5.3882

---

Below is 11 unconnected molecules or ions with the total composition C11H44N12O11 at a distorted geometry, with properties calculated with ωB97M-V/def2-TZVPD.

The calculation puts the HOMO energy at -8.983 eV. The calculation puts the LUMO energy at -0.03 eV. As for the energy relative to the best compared isomer or geometry (same formula, charge and spin): 25.96 kcal per mole. The SMILES is NC(N)=O.NC(N)=O.NC(N)=O.NC(N)=O.NC(N)=O.NC(N)=O.CO.CO.CO.CO.CO. The frontier orbital gap is 8.950 eV. Its multiplicity is 1.

Element x y z (Å)
C -2.0093 0.9338 4.0717
O -3.0982 1.7613 3.7205
H -1.0607 1.4885 4.1076
H -2.1712 0.4237 5.0257
H -1.9833 0.2246 3.2422
H -3.2065 2.5072 4.3216
C -0.4592 3.7121 1.4324
O 0.6442 4.5792 1.4110
H -1.3871 4.1987 1.1187
H -0.3347 2.8406 0.7820
H -0.5527 3.3295 2.4482
H 0.7507 4.8633 0.4959
C -2.3345 -1.7752 -2.7434
O -2.5035 -1.5887 -1.3677
H -3.2296 -1.3135 -3.1645
H -1.4052 -1.3564 -3.1446
H -2.3351 -2.8309 -3.0253
H -1.6425 -1.6539 -0.9531
C -0.3879 -0.1645 0.1845
O 0.1296 -1.2100 -0.6761
H -0.9589 -0.6540 0.9820
H 0.4201 0.3688 0.6859
H -1.0008 0.5005 -0.4365
H 0.5351 -0.7915 -1.4496
C -4.4468 0.5793 1.0557
O -4.3587 -0.7564 0.6282
H -5.0515 0.6285 1.9636
H -3.4321 0.9667 1.2355
H -4.9044 1.2485 0.3140
H -3.8543 -0.7671 -0.1903
C 0.1728 -2.4596 4.2793
O -0.3033 -3.2546 5.1390
N -0.4395 -2.2414 3.0204
N 1.3640 -1.8190 4.5054
H -1.3701 -2.6170 2.8942
H -0.0479 -1.7065 2.2560
H 1.9208 -1.3830 3.7758
H 1.8848 -2.0200 5.3549
C 1.0785 -3.3375 -3.1944
O 0.9777 -2.1390 -3.3431
N 0.6731 -3.9858 -1.9871
N 1.5727 -4.2179 -4.1986
H 0.6697 -4.9856 -1.8356
H 0.2577 -3.2929 -1.3751
H 1.9241 -3.7307 -5.0163
H 1.8775 -5.1722 -4.0325
C -3.2444 2.0160 -2.7669
O -4.4477 2.2250 -2.5312
N -2.1702 2.6035 -2.0860
N -2.8199 1.0757 -3.8197
H -2.2597 3.2870 -1.3465
H -1.2188 2.5380 -2.4592
H -3.5758 0.6502 -4.3640
H -1.9528 0.5422 -3.8350
C 2.8274 -1.5800 0.9257
O 2.0415 -1.1795 1.7882
N 3.9330 -0.8236 0.5153
N 2.6858 -2.9251 0.4098
H 4.0856 0.1342 0.8332
H 4.5191 -1.1821 -0.2265
H 3.4099 -3.2227 -0.2320
H 1.9529 -3.5019 0.7907
C 4.2791 1.6296 2.8112
O 4.5961 0.5756 3.3705
N 3.1325 1.6442 1.8542
N 5.1140 2.8080 2.7782
H 2.5297 0.8264 1.9949
H 2.5558 2.4726 1.6294
H 5.9832 2.8099 3.2955
H 4.7992 3.6620 2.3280
C 1.0440 1.1543 -3.3190
O 1.6852 0.7358 -2.3697
N 0.7306 2.6175 -3.4106
N 0.5416 0.3254 -4.3422
H 0.6345 2.9875 -4.3553
H 1.4400 3.0928 -2.8492
H -0.0053 0.7501 -5.0862
H 0.5906 -0.6789 -4.2435

---

Below is 11 unconnected molecules or ions with the total composition C11H44N22O11 at a distorted geometry, with properties calculated with ωB97M-V/def2-TZVPD.

The calculation puts the HOMO energy at -9.377 eV. The calculation puts the LUMO energy at -0.02 eV. As for the energy relative to the best compared isomer or geometry (same formula, charge and spin): 230.53 kcal per mole. The SMILES is NC(N)=O.NC(N)=O.NC(N)=O.NC(N)=O.NC(N)=O.NC(N)=O.NC(N)=O.NC(N)=O.NC(N)=O.NC(N)=O.NC(N)=O. The frontier orbital gap is 9.357 eV. Its multiplicity is 1.

Element x y z (Å)
C -9.5018 -21.1747 -0.7691
O -10.3828 -20.4721 -1.2053
N -8.5030 -21.5206 -1.4022
N -9.4948 -21.5605 0.5514
H -8.3333 -21.2366 -2.3565
H -7.7282 -22.0454 -1.0222
H -10.2148 -21.1202 1.1062
H -8.6634 -22.0984 0.7501
C -4.3451 -26.3417 -3.0760
O -5.1954 -25.5864 -3.3660
N -3.6343 -27.0394 -3.9346
N -3.9881 -26.6746 -1.8654
H -2.7740 -27.3964 -3.5443
H -3.6759 -26.9385 -4.9387
H -4.4150 -26.1944 -1.0862
H -3.3040 -27.4122 -1.7757
C -8.2683 -20.2932 -6.5060
O -7.4287 -20.1148 -5.6701
N -8.0574 -20.4059 -7.8108
N -9.5816 -20.2982 -6.2053
H -7.1324 -20.2957 -8.2010
H -8.9580 -20.2755 -8.2489
H -9.8958 -19.8145 -5.3762
H -10.2259 -20.7626 -6.8291
C -2.6974 -17.9664 -2.3960
O -2.1100 -18.5609 -3.2754
N -3.9464 -17.9019 -2.2986
N -2.1453 -17.3633 -1.3728
H -4.4938 -18.2582 -3.0691
H -4.3176 -17.3199 -1.5614
H -1.1748 -17.1729 -1.5776
H -2.5728 -16.7332 -0.7092
C 3.5069 -23.8478 -10.8406
O 3.0347 -23.5419 -9.7984
N 4.7796 -23.5336 -11.1749
N 2.7811 -24.5398 -11.7346
H 5.1281 -23.8656 -12.0628
H 5.3725 -23.1948 -10.4308
H 1.7847 -24.5797 -11.5743
H 3.3232 -24.8232 -12.5382
C 1.1698 -25.6892 -2.8912
O 0.9742 -26.5520 -3.7050
N 2.2189 -25.6154 -2.1032
N 0.3558 -24.7788 -2.6315
H 3.0171 -26.2265 -2.1999
H 2.2082 -24.6862 -1.7075
H 0.7944 -23.9363 -2.2882
H -0.5902 -24.9207 -2.9558
C -4.8217 -22.5727 -12.3449
O -4.8588 -21.8069 -13.2816
N -4.1224 -22.3527 -11.3000
N -5.5989 -23.5691 -12.0987
H -3.3321 -21.7472 -11.1304
H -4.2228 -23.0737 -10.5998
H -5.5940 -24.1660 -11.2840
H -6.2302 -23.7356 -12.8694
C -2.3541 -22.9885 -6.4576
O -2.8893 -23.7772 -7.1805
N -1.1201 -22.6296 -6.3352
N -3.0159 -22.2781 -5.6258
H -0.4379 -23.0779 -6.9300
H -0.7387 -21.9905 -5.6524
H -2.5168 -21.4795 -5.2606
H -4.0207 -22.2842 -5.5238
C 5.5039 -23.1069 -5.4647
O 6.4580 -22.7806 -4.8125
N 5.0996 -24.3190 -5.8537
N 4.6845 -22.2896 -5.8405
H 4.2330 -24.3290 -6.3724
H 5.7605 -25.0642 -5.6867
H 4.7266 -21.2970 -5.6587
H 4.0402 -22.4570 -6.6001
C 3.1695 -20.0762 -1.1016
O 2.4904 -21.0380 -0.7399
N 4.3382 -19.7704 -0.6167
N 2.5804 -19.1789 -1.7586
H 4.9283 -19.1449 -1.1464
H 4.7362 -20.5015 -0.0448
H 2.9911 -18.2761 -1.9488
H 1.7689 -19.5151 -2.2571
C 2.3093 -29.1574 -9.0018
O 2.4488 -30.2020 -8.3577
N 2.5454 -29.1051 -10.2867
N 1.8617 -28.0438 -8.4589
H 2.1555 -28.3010 -10.7573
H 2.8424 -29.9193 -10.8052
H 1.4050 -27.4060 -9.0952
H 1.7067 -27.9667 -7.4638

---

Below is 11 unconnected molecules or ions with the total composition C11H44N22O11 at a distorted geometry, with properties calculated with ωB97M-V/def2-TZVPD.

The calculation puts the HOMO energy at -9.355 eV. The calculation puts the LUMO energy at 0.06 eV. As for the energy relative to the best compared isomer or geometry (same formula, charge and spin): 223.94 kcal per mole. The SMILES is NC(N)=O.NC(N)=O.NC(N)=O.NC(N)=O.NC(N)=O.NC(N)=O.NC(N)=O.NC(N)=O.NC(N)=O.NC(N)=O.NC(N)=O. The frontier orbital gap is 9.414 eV. Its multiplicity is 1.

Element x y z (Å)
C -1.3710 7.5618 2.0283
O -0.8705 8.5854 1.5696
N -1.2782 7.1240 3.2919
N -2.0314 6.6891 1.3355
H -1.7225 6.2537 3.5474
H -0.8953 7.7195 4.0122
H -2.4039 6.9622 0.4373
H -2.3441 5.8663 1.8307
C -1.9073 1.4481 5.2711
O -2.2476 2.3711 4.5128
N -2.7455 0.6399 5.7434
N -0.6785 1.1066 5.6342
H -2.4632 0.0187 6.4881
H -3.7147 0.8602 5.5636
H -0.0040 1.6937 5.1646
H -0.5305 0.1267 5.8294
C 7.1764 0.1657 4.8404
O 6.9485 -0.9693 5.2711
N 6.6474 0.7294 3.7616
N 7.9846 1.0729 5.3065
H 6.9504 1.6750 3.5771
H 5.8581 0.4426 3.2005
H 8.4333 0.8878 6.1923
H 7.8331 1.9919 4.9158
C -5.0637 5.6218 -5.4444
O -4.5930 6.6511 -4.9734
N -6.0851 5.6284 -6.1966
N -4.8977 4.3971 -5.0824
H -6.2499 6.4475 -6.7642
H -6.6986 4.8465 -6.3767
H -4.1893 4.2222 -4.3840
H -5.2179 3.5660 -5.5587
C 0.7220 0.1550 -0.5516
O 1.6393 0.2240 0.2222
N 0.7555 -0.6682 -1.5486
N -0.4721 0.6702 -0.3457
H -0.1673 -0.9788 -1.8170
H 1.5417 -1.3007 -1.5921
H -1.2566 0.4176 -0.9295
H -0.6258 1.1471 0.5312
C -3.2103 -1.2802 -7.8132
O -4.3348 -1.7195 -8.0408
N -2.8640 -0.1558 -8.4420
N -2.3895 -1.5062 -6.7790
H -1.9853 0.3195 -8.2931
H -3.5571 0.1132 -9.1256
H -2.4616 -2.2941 -6.1513
H -1.7477 -0.7341 -6.6686
C 4.9079 -5.9393 -2.4206
O 4.6612 -4.9627 -3.0167
N 5.5326 -6.9797 -2.8929
N 4.9146 -6.0030 -1.1339
H 5.6173 -7.0301 -3.8981
H 5.8474 -7.7235 -2.2865
H 5.2244 -6.8631 -0.7046
H 5.2180 -5.0895 -0.8282
C 4.9078 6.3304 0.5698
O 5.6556 5.6834 1.3966
N 5.0194 7.5932 0.2910
N 3.8537 5.8305 0.0346
H 4.4120 7.9702 -0.4225
H 5.9187 8.0111 0.4825
H 3.6755 4.8414 0.1350
H 3.7123 6.1841 -0.9008
C -6.0158 -1.4691 -1.0548
O -5.2493 -0.8231 -1.7048
N -6.3264 -2.7024 -1.3378
N -6.5524 -0.9651 0.0318
H -5.5829 -3.1645 -1.8416
H -7.1068 -3.1466 -0.8755
H -7.2763 -1.4941 0.4969
H -6.2762 -0.0350 0.3126
C -1.7885 -6.6508 -1.5448
O -2.0012 -5.6430 -2.2327
N -2.6689 -7.5203 -1.3416
N -0.6902 -6.9404 -0.8438
H -2.4227 -8.3045 -0.7546
H -3.4688 -7.5934 -1.9539
H 0.0986 -6.3439 -1.0491
H -0.6233 -7.6857 -0.1655
C 1.7433 -4.7122 5.6546
O 0.6369 -5.2012 5.8311
N 2.0714 -4.1367 4.5269
N 2.7294 -4.7559 6.4771
H 1.4338 -4.3079 3.7625
H 2.9903 -3.7282 4.4326
H 2.5266 -5.1290 7.3935
H 3.5263 -4.2133 6.1761

---

> Which of these has the highest frontier orbital gap?

number 4